No. 1
ORCA calculation (ωB97M-V with the def2-TZVPD basis set) on a structure of composition C36H28NO6P2S2TeZr.

Output
- LUMO (eV) = -3.206
- net charge = +1
- spin multiplicity = 1
- ΔE to the lowest compared entry with this formula, charge and spin (kcal/mol) = 89.85

Each line ends with the Mulliken charge.
Atoms and positions in Å:
Zr1 0.36914 -1.60691 -1.00646  -0.229
O1 -0.51367 -3.35039 -0.41272  -0.491
S1 -0.27913 -4.05580 -1.74942  1.666
O2 -1.36616 -4.84921 -2.17719  -0.576
O3 0.05273 -2.87311 -2.62059  -0.449
C1 1.17488 -5.01817 -1.62984  0.573
C2 0.97889 -6.31162 -1.15701  -0.895
C3 2.06038 -7.16308 -1.03638  -0.695
C4 3.33008 -6.72294 -1.39066  -0.537
C5 3.52976 -5.43363 -1.86921  -0.447
C6 2.46404 -4.57506 -1.99789  0.356
S2 2.99508 -2.08056 -1.37772  0.322
O4 2.69901 -3.28227 -2.49529  -0.205
O5 2.11267 -2.57270 -0.24363  -0.413
O6 2.11084 -0.97365 -1.95866  -0.490
H1 -0.02208 -6.64403 -0.90382  0.486
H2 1.91144 -8.17108 -0.67095  0.420
H3 4.17918 -7.38930 -1.29159  0.408
H4 4.51455 -5.08405 -2.15821  0.518
Te1 -2.16386 -0.85855 0.87874  0.435
C7 -3.04139 0.93593 1.55143  0.046
C8 -2.72385 1.47529 2.78230  -0.232
C9 -3.03343 2.81206 3.00546  -0.474
N1 -3.63450 3.60046 2.10674  -0.615
C10 -3.99997 3.02913 0.95334  -0.616
C11 -3.72733 1.70645 0.63081  -0.126
C12 -0.43480 0.25796 0.14177  -0.817
P1 0.78593 -0.44329 1.34095  0.782
C13 0.50810 0.42988 2.89634  1.046
C14 -0.11564 -0.23087 3.95168  -0.348
C15 -0.27438 0.41226 5.17258  -0.530
C16 0.19903 1.70759 5.33837  -0.540
C17 0.83242 2.36075 4.28635  -0.926
C18 0.99656 1.72215 3.06756  -0.369
C19 2.46698 0.17633 0.96739  0.874
C20 2.75316 1.16600 0.03567  0.172
C21 4.06974 1.50167 -0.25901  -0.860
C22 5.11180 0.84205 0.37342  -0.672
C23 4.83872 -0.15027 1.31312  -0.643
C24 3.52331 -0.48595 1.60278  -0.941
P2 -0.36117 0.87462 -1.58897  0.679
C25 -0.48361 2.66868 -1.40242  0.538
C26 -0.43379 3.48393 -2.53899  -0.551
C27 -0.52672 4.86116 -2.40160  -0.628
C28 -0.65071 5.42569 -1.13482  -0.758
C29 -0.67273 4.61759 -0.00759  -1.022
C30 -0.57700 3.23630 -0.13543  0.245
C31 -2.01684 0.44746 -2.26097  0.835
C32 -2.93320 1.37960 -2.72750  -0.758
C33 -4.15441 0.96273 -3.24607  -0.530
C34 -4.47047 -0.38764 -3.30866  -0.741
C35 -3.55687 -1.33457 -2.86429  -1.173
C36 -2.35360 -0.89869 -2.35664  -0.879
H5 -2.24057 0.89759 3.56102  0.623
H6 -2.76092 3.27385 3.95051  0.423
H7 -4.51968 3.66436 0.24053  0.419
H8 -4.04188 1.30384 -0.32348  0.606
H9 -0.48522 -1.23736 3.81627  0.383
H10 -0.76762 -0.09656 5.99073  0.429
H11 0.08374 2.20837 6.29194  0.435
H12 1.20980 3.36766 4.41903  0.440
H13 1.49895 2.23185 2.25253  0.417
H14 1.95100 1.70425 -0.45542  0.284
H15 4.27706 2.28319 -0.97969  0.461
H16 6.13750 1.10537 0.14359  0.409
H17 5.65066 -0.65887 1.81846  0.436
H18 3.31380 -1.26582 2.33036  0.399
H19 -0.32510 3.04560 -3.52490  0.538
H20 -0.49512 5.49469 -3.27917  0.427
H21 -0.72575 6.50029 -1.02896  0.430
H22 -0.77489 5.05775 0.97824  0.473
H23 -0.60271 2.59692 0.74132  0.471
H24 -2.70907 2.43879 -2.68038  0.377
H25 -4.86377 1.70307 -3.59924  0.435
H26 -5.42519 -0.70559 -3.70859  0.402
H27 -3.77720 -2.39275 -2.91536  0.543
H28 -1.65494 -1.66678 -2.05585  1.511



No. 2
ORCA calculation (ωB97M-V with the def2-TZVPD basis set) on a cluster of 2 separate species, C5H14 in total.

Output
- LUMO (alpha / beta) (eV) = 4.239 / 4.226
- net charge = -1
- ⟨S²⟩ = 0.750
- spin multiplicity = 2
- ΔE to the lowest compared entry with this formula, charge and spin (kcal/mol) = 37.05

Each line ends with the natural charge from an NBO analysis.
Atoms and positions in Å:
C1 -0.45370 -2.42968 0.62632  -0.708
C2 -0.09821 -3.16839 -0.67860  -0.792
H1 -0.91504 -1.40646 0.33410  0.203
H2 -1.29441 -2.97875 0.98622  0.189
H3 0.25624 -2.41028 1.39958  0.198
H4 0.36271 -2.57803 -1.64896  0.170
H5 0.75669 -3.75885 -0.45829  0.188
H6 -0.92380 -3.70017 -1.12891  0.192
C3 0.29792 1.73091 0.56671  -0.470
C4 1.12850 2.85128 0.09659  -0.706
C5 -0.85746 1.24411 -0.50694  -0.960
H7 1.10575 0.81095 0.66322  0.172
H8 -0.08643 1.96927 1.63013  0.183
H9 1.46998 2.66339 -0.97643  0.198
H10 -1.61548 2.02403 -0.57888  0.189
H11 2.01882 2.94580 0.81080  0.185
H12 0.59670 3.79494 -0.06414  0.192
H13 -0.41576 0.83116 -1.49328  0.187
H14 -1.41822 0.42360 -0.09972  0.190



No. 3
ORCA calculation (ωB97M-V with the def2-TZVPD basis set) on a structure of composition C30H75BaF3N5O12S.

Output
- LUMO (eV) = -7.813
- net charge = +1
- spin multiplicity = 1
- ΔE to the lowest compared entry with this formula, charge and spin (kcal/mol) = 325.14

Each line ends with the Mulliken charge.
Atoms and positions in Å:
Ba1 -5.71134 1.82574 -9.28942  1.871
C1 -0.39517 1.26324 -2.49784  0.599
F1 -1.18014 2.25509 -2.19169  -0.210
F2 0.66790 1.79624 -3.23127  -0.231
F3 0.04185 0.62104 -1.39411  -0.196
S1 -1.49100 0.11443 -3.50724  1.072
O1 -2.22449 0.93474 -4.56380  -0.691
O2 -0.57913 -0.87453 -4.02126  -0.619
O3 -2.35003 -0.47399 -2.47613  -0.617
C2 1.27506 3.74957 -9.32211  -1.240
C3 0.88117 4.16233 -10.71806  0.353
C4 2.11338 3.97089 -11.62279  -0.785
O4 3.14587 4.84156 -11.27677  -0.362
C5 2.74038 6.20708 -11.42184  -0.800
N1 -0.19410 3.27199 -11.19369  -0.821
H1 1.99766 4.52316 -9.06228  0.315
H2 1.74843 2.76796 -9.34328  0.310
H3 0.47009 3.77069 -8.58748  0.377
H4 0.45874 5.16688 -10.69469  0.359
H5 1.99679 4.13353 -12.69426  0.438
H6 2.46580 2.93951 -11.60849  0.378
H7 3.58781 6.89119 -11.46641  0.307
H8 2.07202 6.60701 -10.65931  0.271
H9 2.23775 6.46651 -12.35359  0.340
H10 0.19125 2.37287 -11.44504  0.297
H11 -0.52626 3.58646 -12.09418  0.276
C6 -9.61409 -1.69496 -4.08016  -1.476
C7 -8.87006 -2.87944 -4.53418  0.601
C8 -9.36765 -4.31960 -4.13802  -0.623
O5 -8.35325 -5.36902 -4.47337  -0.359
C9 -7.41650 -5.58721 -3.46142  -0.695
N2 -8.49341 -2.73572 -5.93681  -0.700
H12 -9.68315 -1.68539 -2.99239  0.352
H13 -10.61536 -1.63790 -4.50714  0.334
H14 -9.27420 -0.71331 -4.41024  0.367
H15 -7.88752 -2.80702 -4.06785  0.094
H16 -10.23054 -4.64624 -4.71839  0.284
H17 -9.62748 -4.32298 -3.07945  0.374
H18 -6.90266 -6.50195 -3.75693  0.277
H19 -7.85326 -5.83328 -2.49353  0.308
H20 -6.76235 -4.74528 -3.23482  0.281
H21 -8.01046 -3.59279 -6.16546  0.324
H22 -9.33209 -2.74239 -6.49954  0.266
C10 -4.03605 3.24478 10.20008  -1.493
C11 -4.93915 3.43813 9.00436  0.511
C12 -4.15572 3.44584 7.67583  -0.722
O6 -4.93851 4.11913 6.65354  -0.332
C13 -4.39532 3.95655 5.27558  -0.772
N3 -5.83854 2.28928 9.06506  -0.751
H23 -3.34836 4.06740 10.39620  0.383
H24 -3.36969 2.38813 10.09893  0.366
H25 -4.51747 3.05364 11.15913  0.397
H26 -5.48384 4.37865 8.92169  0.287
H27 -3.88414 2.45810 7.30339  0.327
H28 -3.25236 4.00927 7.90946  0.353
H29 -4.19935 2.97938 4.83419  0.319
H30 -3.41270 4.40317 5.12365  0.315
H31 -5.11570 4.41426 4.59761  0.278
H32 -6.21424 2.23735 8.12898  0.274
H33 -5.37528 1.39922 9.18029  0.261
C14 8.95140 -0.31746 -3.60434  -1.390
C15 8.12003 0.20061 -2.39850  0.454
C16 7.06820 1.20711 -2.84881  -0.664
O7 7.58160 2.52162 -3.17235  -0.334
C17 6.62561 3.59705 -3.09066  -0.754
N4 7.44818 -0.84774 -1.71196  -0.677
H34 9.53350 0.45339 -4.10938  0.311
H35 8.19985 -0.68541 -4.30282  0.314
H36 9.65510 -1.14449 -3.50986  0.362
H37 8.79377 0.61762 -1.64998  0.281
H38 6.31223 1.43606 -2.09769  0.379
H39 6.57297 0.78003 -3.72085  0.270
H40 6.01128 3.60762 -2.19034  0.325
H41 5.96737 3.53732 -3.95741  0.294
H42 7.08476 4.58556 -3.07950  0.270
H43 6.93485 -0.15857 -1.18125  0.287
H44 6.87155 -1.37323 -2.35341  0.275
C18 -6.10501 -5.43217 2.94639  -0.330
C19 -5.18641 -4.37106 2.37317  -0.467
O8 -5.86978 -3.18020 2.01290  -0.509
O9 -6.68093 -5.02580 4.14569  -0.519
H45 -5.55041 -6.36955 2.98935  0.315
H46 -6.96383 -5.58215 2.29215  0.239
H47 -4.73558 -4.74687 1.45468  0.384
H48 -4.40906 -4.10882 3.09085  0.253
H49 -5.56190 -3.04893 1.11314  0.321
H50 -6.87783 -4.09014 4.05987  0.314
C20 2.16190 -6.90368 -4.79965  -0.365
C21 2.81860 -6.28742 -3.53419  -0.417
O10 3.15379 -4.96074 -3.92799  -0.458
O11 0.84747 -6.48642 -4.89674  -0.489
H51 2.25721 -7.98625 -4.88369  0.333
H52 2.68201 -6.54276 -5.68696  0.268
H53 3.75148 -6.80626 -3.31363  0.310
H54 2.22083 -6.42469 -2.63312  0.221
H55 2.30499 -4.61533 -4.21406  0.306
H56 0.78290 -5.53854 -4.75899  0.293
C22 3.86821 -1.03824 9.16218  -1.493
C23 4.53205 0.23004 8.50902  1.309
C24 5.61788 -0.22841 7.45996  -1.339
C25 5.01400 -0.79188 6.20017  -0.658
C26 4.31149 0.36437 5.56544  -1.239
C27 3.13860 0.90982 6.46221  1.495
N5 3.62070 1.09624 7.85607  0.536
O12 2.59685 1.58998 8.61188  -0.502
C28 2.91385 2.32182 5.90337  -2.018
C29 1.94519 -0.04202 6.35714  -1.691
C30 5.33391 1.10357 9.51908  -1.962
H57 4.59993 -1.78812 9.46277  0.370
H58 3.29639 -1.54532 8.38500  0.350
H59 3.22158 -0.81706 10.01131  0.333
H60 6.33425 0.57402 7.28385  0.429
H61 6.30396 -0.89964 7.97653  0.569
H62 4.36476 -1.62942 6.45535  0.304
H63 5.74184 -1.26376 5.54010  0.385
H64 3.83058 -0.09707 4.70295  0.430
H65 4.95426 1.15944 5.18752  0.398
H66 2.59234 2.26505 4.86341  0.417
H67 2.10579 2.84201 6.41772  0.445
H68 3.81419 2.92391 6.02581  0.449
H69 2.38820 -1.03726 6.32043  0.366
H70 1.25905 0.02895 7.20111  0.317
H71 1.43204 0.08761 5.40427  0.429
H72 4.62497 1.57614 10.19891  0.416
H73 5.74839 2.02736 9.11546  0.434
H74 6.19080 0.69977 10.05831  0.356
H75 2.86087 2.50953 8.69135  0.365



No. 4
ORCA calculation (ωB97M-V with the def2-TZVPD basis set) on a structure of composition C24H14Cl2Co2O6Zn.

Output
- LUMO (eV) = 4.004
- net charge = -2
- spin multiplicity = 1

Each line ends with the natural charge from an NBO analysis.
Atoms and positions in Å:
O1 1.76546 0.51430 -4.45676  -0.539
C1 2.32035 0.66889 -3.45418  0.527
Co1 3.19487 1.04857 -1.95515  -0.103
C2 4.79476 1.51764 -2.69645  0.508
O2 5.75515 1.95440 -3.16605  -0.554
C3 2.71281 2.69253 -1.54999  0.569
O3 2.41676 3.76986 -1.27028  -0.533
C4 3.46712 -0.29122 -0.76866  -0.566
C5 2.16802 0.14325 -0.75168  0.090
C6 0.87777 0.06219 -0.33405  -0.434
C7 -0.12226 -0.45868 -1.23750  -0.046
C8 -1.46893 -0.04185 -1.14559  -0.195
C9 -2.43056 -0.52858 -2.01021  -0.221
C10 -2.08284 -1.48960 -2.96810  -0.257
C11 -0.76229 -1.90838 -3.08740  -0.223
C12 0.20575 -1.36697 -2.26190  -0.185
Co2 4.32817 -1.54747 -2.12960  -0.020
C13 4.41238 -2.90777 -1.06175  0.527
O4 4.42773 -3.79683 -0.31860  -0.564
C14 6.00981 -1.21702 -2.49056  0.437
O5 7.13266 -1.05782 -2.72271  -0.568
C15 3.64432 -2.29037 -3.56721  0.430
O6 3.23518 -2.85654 -4.49159  -0.565
H1 4.11322 -0.30009 0.13133  0.205
H2 0.60862 0.44481 0.64948  0.239
H3 -1.72434 0.67576 -0.36910  0.228
H4 -3.46100 -0.18876 -1.90443  0.214
H5 -2.85214 -1.86863 -3.63613  0.189
H6 -0.50286 -2.66092 -3.82297  0.198
H7 1.22705 -1.69691 -2.37622  0.203
Cl1 -5.85193 4.04728 1.94561  -0.788
Zn1 -5.03742 2.13571 1.52585  1.466
Cl2 -4.79540 0.18145 0.69904  -0.757
C16 -3.25858 2.33517 3.43258  -0.551
C17 -2.24968 2.81168 2.54889  -0.276
C18 -1.33202 1.74987 2.30250  -0.347
C19 -1.73585 0.61652 3.07136  -0.120
C20 -2.97160 0.96535 3.75260  -0.004
C21 -3.65963 0.01791 4.51411  -0.252
C22 -3.05226 -1.22518 4.73411  -0.271
C23 -1.81757 -1.53412 4.13606  -0.273
C24 -1.17502 -0.63619 3.28930  -0.197
H8 -4.06078 2.90702 3.90301  0.215
H9 -2.22785 3.81946 2.13025  0.204
H10 -0.39386 1.83457 1.77025  0.198
H11 -4.64000 0.27573 4.94176  0.185
H12 -3.54896 -1.95368 5.38203  0.184
H13 -1.37098 -2.50382 4.33616  0.188
H14 -0.23134 -0.86252 2.80856  0.203



Calculated maximum force (Eh/bohr), listed in the same order as above: 0.0723; 0.0827; 0.0596; 0.0987
Calculated DFT total energy (hartree), listed in the same order as above: -3688.79750; -198.77350; -3087.24932; -6839.67359